{"formula": "C12H36BF4O16S3", "method": "ωB97M-V with the def2-TZVPD basis set", "de_lowest_kj_mol": 66.5, "total_charge": -1, "homo_ev": -8.2, "lumo_energy_ev": 2.2, "orbital_gap_ev": 10.42, "elements": ["B", "F", "F", "F", "F", "O", "S", "O", "O", "C", "C", "C", "H", "H", "H", "H", "H", "H", "H", "H", "O", "S", "O", "O", "C", "C", "C", "H", "H", "H", "H", "H", "H", "H", "H", "O", "S", "O", "O", "C", "C", "C", "H", "H", "H", "H", "H", "H", "H", "H", "O", "H", "H", "O", "H", "H", "O", "H", "H", "O", "H", "H", "C", "C", "O", "C", "O", "O", "H", "H", "H", "H"], "xyz": [[-0.978, 0.465, 0.498], [-1.865, -0.270, -0.304], [-1.662, 1.349, 1.344], [-0.135, -0.362, 1.207], [-0.198, 1.204, -0.458], [-2.494, 0.997, 6.141], [-2.698, 2.372, 5.760], [-3.996, 2.915, 5.432], [-2.120, 3.278, 7.017], [-2.464, 4.685, 7.017], [-1.169, 5.460, 6.957], [-1.530, 2.895, 4.471], [-3.066, 4.776, 7.925], [-3.139, 4.972, 6.210], [-1.434, 6.503, 7.160], [-0.685, 5.383, 5.988], [-0.465, 5.165, 7.734], [-0.548, 3.117, 4.877], [-1.983, 3.668, 3.858], [-1.357, 2.040, 3.813], [0.016, -1.028, -7.765], [-1.108, -0.925, -6.868], [-1.846, -2.111, -6.568], [-0.669, -0.206, -5.486], [-1.626, -0.129, -4.395], [-1.497, 1.257, -3.816], [-2.138, 0.316, -7.664], [-1.218, -0.814, -3.650], [-2.637, -0.377, -4.714], [-0.493, 1.314, -3.399], [-2.212, 1.319, -2.994], [-1.804, 2.061, -4.485], [-2.476, -0.152, -8.582], [-1.387, 1.064, -7.918], [-2.824, 0.766, -6.952], [0.447, -3.481, -3.339], [0.705, -3.723, -1.955], [-0.253, -4.425, -1.171], [2.147, -4.458, -1.691], [3.210, -4.110, -2.561], [4.340, -5.118, -2.385], [1.016, -2.219, -1.117], [3.563, -3.097, -2.337], [2.863, -4.101, -3.599], [5.257, -4.771, -2.861], [4.153, -6.114, -2.784], [4.509, -5.194, -1.309], [1.898, -1.794, -1.599], [1.274, -2.436, -0.085], [0.153, -1.564, -1.214], [-4.208, 0.658, -1.799], [-4.362, 1.608, -1.774], [-3.445, 0.522, -1.218], [-1.310, 3.754, -0.136], [-1.373, 2.810, 0.104], [-0.450, 3.829, -0.559], [-0.475, -2.978, 1.745], [-0.769, -2.263, 2.318], [-0.688, -2.673, 0.857], [2.515, 1.674, -0.183], [2.997, 1.003, 0.315], [1.590, 1.379, -0.145], [2.443, -1.160, 2.700], [3.568, -2.122, 3.061], [4.161, -2.407, 1.800], [3.782, -1.485, 0.874], [4.225, -1.299, -0.208], [2.780, -0.738, 1.391], [2.547, -0.290, 3.348], [1.456, -1.578, 2.882], [3.344, -3.045, 3.587], [4.296, -1.562, 3.655]]}